No. 1
{"formula": "C28H61N7O10", "method": "ωB97M-V/def2-TZVPD", "elements": ["O", "O", "O", "O", "O", "O", "O", "O", "O", "O", "N", "N", "N", "N", "N", "N", "N", "C", "C", "C", "C", "C", "C", "C", "C", "C", "C", "C", "C", "C", "C", "C", "C", "C", "C", "C", "C", "C", "C", "C", "C", "C", "C", "C", "C", "H", "H", "H", "H", "H", "H", "H", "H", "H", "H", "H", "H", "H", "H", "H", "H", "H", "H", "H", "H", "H", "H", "H", "H", "H", "H", "H", "H", "H", "H", "H", "H", "H", "H", "H", "H", "H", "H", "H", "H", "H", "H", "H", "H", "H", "H", "H", "H", "H", "H", "H", "H", "H", "H", "H", "H", "H", "H", "H", "H", "H"], "coordinates": [[-1.3611, 4.9951, 0.3898], [1.8937, -6.4580, -1.4922], [1.2778, 2.2348, -0.6811], [-1.2613, 0.2373, 0.2196], [4.5966, -1.9375, -2.5211], [0.4324, -1.7237, 2.5704], [-2.8744, -6.1777, -2.4083], [-1.3339, -0.6134, -1.8076], [-0.7339, -1.9164, 0.0138], [-3.2102, 1.6255, -4.2661], [2.4739, -4.8074, -0.1015], [-3.9380, -0.2356, -5.2989], [-1.8307, -4.8018, -0.9475], [2.6000, 1.3642, 0.8305], [2.8529, -2.6835, -3.7972], [-0.8097, 5.1776, 1.6581], [0.1588, -2.8813, 4.4663], [-1.4262, 4.3430, 2.7045], [1.1310, -0.6430, 4.5946], [4.2222, -6.0687, -1.2340], [2.4345, -0.0564, 0.4913], [0.1291, 6.7029, 3.3223], [1.2101, -4.3131, 0.3193], [-1.6514, 7.5014, 1.6109], [-2.1718, -5.1864, -2.2125], [-0.9356, 4.6828, 4.1796], [-1.9433, -4.1781, -3.2950], [0.5570, -1.7758, 3.7854], [2.2782, 3.7865, 0.8368], [-0.4290, 6.5745, 1.8774], [1.7900, -2.3418, -2.8429], [-0.3072, -4.1248, 3.9097], [1.9673, 2.4195, 0.3204], [4.1470, -2.4962, -3.5078], [-1.2658, 2.8427, 2.3773], [-1.0585, -0.7113, -0.5984], [0.7916, 6.9552, 0.9991], [-2.7894, -1.0697, -4.9500], [-1.9994, -5.7872, 0.1072], [2.7804, -5.7845, -0.9523], [5.1004, -2.9848, -4.6035], [-5.2857, 1.7925, -5.3856], [-4.0585, 1.0486, -4.9225], [-0.7615, 6.1787, 4.4348], [-2.9544, 4.5859, 2.7998], [1.0607, -1.5273, -2.8829], [0.1942, -2.8799, 5.4718], [-1.6663, 4.3729, 4.9359], [-2.0128, 2.3518, 2.9999], [4.8570, -5.3489, -1.7513], [-3.1592, -2.0158, -4.5497], [-1.2099, 8.5049, 1.6146], [-0.8624, -4.2367, -3.4577], [2.7651, 4.3328, 0.0281], [1.3773, 4.3178, 1.1525], [-3.0525, -6.0380, 0.2164], [0.9652, 8.0242, 1.1578], [3.4366, 1.4917, 1.3800], [0.5294, 6.6957, -0.0311], [1.2555, -3.4919, 1.0309], [3.2748, -0.6377, 0.0959], [-2.1795, -1.3205, -5.8207], [2.5742, -3.2915, -4.5445], [-2.1548, 7.2922, 0.6701], [-1.5264, -6.6688, -0.3395], [0.5396, -5.1217, 0.6061], [2.1863, -0.6175, 1.3923], [3.2389, -4.2041, 0.1650], [-0.7416, -1.5814, 0.9237], [0.7014, 0.2905, 4.2321], [-0.3006, 6.2176, 5.4264], [-3.4475, 4.7304, 1.8351], [0.7447, -3.8596, -0.5592], [0.6660, -0.8412, 5.5628], [4.8488, -3.9929, -4.9458], [-4.8580, 2.6850, -5.8358], [-1.1769, -4.0310, -0.9540], [6.0950, -2.9552, -4.1690], [2.9947, 3.7650, 1.6636], [-1.3160, -4.3124, 4.2825], [4.9319, -2.4155, -5.5186], [2.2118, -0.6040, 4.4902], [-0.0183, 4.1496, 4.4480], [-0.2294, 2.4966, 2.4913], [1.9814, -2.5221, -1.7877], [-1.7344, 6.6704, 4.4655], [-1.2998, 2.5382, 1.3287], [-3.2810, 5.5292, 3.2591], [0.3631, -4.9261, 4.2281], [-1.4416, -5.6186, 1.0234], [-3.4635, 3.8068, 3.3730], [4.7024, -6.2738, -0.2707], [-0.3560, -4.1493, 2.8240], [-2.5814, -4.4197, -4.1376], [-2.3989, 7.4202, 2.4010], [1.7661, 6.4651, 1.0583], [-4.6847, -0.6249, -5.8463], [-2.1311, -0.6796, -4.1736], [-2.0940, -3.1696, -2.9023], [1.0968, -3.1492, -3.1156], [1.1715, 6.3919, 3.3756], [0.1068, 7.7782, 3.5588], [1.6635, -0.2314, -0.2556], [-5.8944, 1.2174, -6.0851], [4.3920, -7.0077, -1.7594], [-5.8545, 1.9386, -4.4681]], "atomic_forces_ev_per_a": [[-0.2, 0.2, 0.4], [0.5, 0.1, 0.4], [0.1, 0.7, 0.9], [1.0, -1.5, 0.1], [-0.4, -0.2, 0.1], [0.3, -0.2, 0.5], [0.6, -0.4, -0.1], [1.1, -2.1, -0.7], [0.4, -0.5, -0.5], [-0.4, -0.1, -0.4], [2.5, 1.0, 1.3], [0.4, -0.7, -0.1], [0.3, 0.1, -1.0], [2.3, -2.5, 1.7], [-0.5, 1.4, 1.3], [1.7, -0.6, 0.1], [0.2, 0.0, 0.8], [-1.0, 0.9, 0.4], [-1.4, -0.4, -0.1], [1.5, -0.8, 0.7], [-0.6, -0.4, -0.1], [-1.2, 2.2, 0.5], [-1.6, 0.1, -1.5], [1.2, 0.5, 0.3], [-2.4, 0.3, 0.9], [-0.4, -0.3, -0.5], [1.1, 0.1, 0.8], [-0.2, 0.0, -1.8], [0.5, 0.1, 0.4], [0.0, -1.9, 1.2], [-2.0, -2.3, -0.2], [-0.3, -0.3, 0.0], [-1.2, -0.1, -3.4], [1.1, 0.0, -0.9], [1.0, 0.5, -0.3], [-2.8, 3.6, 0.4], [-0.9, 0.3, -1.2], [-0.2, -0.8, 0.1], [0.9, -0.8, -1.3], [-1.9, -0.8, -1.6], [-0.7, -0.5, 0.1], [0.2, -0.7, 0.2], [1.1, 0.8, 0.5], [0.6, -1.8, -0.7], [-1.2, 0.8, -0.3], [1.1, 1.0, -0.7], [0.2, 0.2, -0.1], [-0.2, -0.6, -0.4], [0.4, -0.7, -0.1], [-0.5, 0.5, 0.1], [-0.1, 0.0, -0.1], [-0.5, 0.3, -0.1], [-0.1, 0.1, -0.8], [-0.2, 0.1, -0.1], [-0.3, -0.1, -0.1], [0.0, 0.3, 0.4], [0.0, 0.1, -0.4], [-0.4, 0.5, 0.2], [-0.3, 0.6, -0.1], [0.3, -0.3, 0.3], [0.7, 1.0, -0.2], [0.0, 0.2, -0.2], [0.3, 0.1, -0.1], [0.4, -0.3, -0.1], [-0.2, -0.5, 0.5], [0.2, 0.0, 0.3], [-0.5, 0.2, 0.0], [0.1, -0.2, 0.0], [0.3, -0.3, 0.2], [0.1, 0.0, -0.2], [0.1, 0.6, 0.0], [0.4, -0.8, -0.4], [-0.2, 0.1, 0.2], [1.0, 0.6, 0.6], [0.1, -0.2, 0.4], [-0.6, 0.3, 0.1], [-0.2, 0.2, 1.0], [0.1, 0.1, -0.5], [-0.1, -0.1, 0.2], [0.0, -0.2, -0.1], [0.5, 0.5, 0.2], [0.0, -0.1, 0.5], [0.2, 0.1, -0.3], [0.1, 0.0, 1.1], [0.8, 0.1, -0.2], [0.1, 0.1, -0.1], [-1.2, 0.6, -0.1], [0.6, 0.1, 0.5], [-0.1, -0.1, 0.0], [-0.4, 0.7, 0.1], [0.0, -0.2, -0.1], [0.1, 0.3, 0.1], [0.2, 0.5, 0.0], [0.3, 0.0, -0.2], [0.1, 0.0, 0.1], [-0.3, -0.4, 1.1], [0.1, -0.2, 0.0], [-0.4, 0.6, 0.0], [-0.2, 0.0, -0.1], [-0.3, -0.1, 0.6], [-0.1, -0.4, 0.1], [0.6, 0.3, -0.5], [-0.4, 0.5, 0.3], [0.0, 0.1, -0.1], [-0.7, 0.0, -0.2], [-0.1, 0.6, -0.2]], "de_lowest_ev": 0.000, "charge": -2}

No. 2
{"formula": "C28H63BO13P2S", "method": "ωB97M-V/def2-TZVPD", "elements": ["S", "P", "P", "O", "O", "O", "O", "O", "O", "O", "O", "O", "O", "O", "O", "O", "C", "C", "C", "C", "C", "C", "C", "C", "C", "C", "C", "C", "C", "C", "C", "C", "C", "C", "C", "C", "C", "C", "C", "C", "C", "C", "C", "C", "B", "H", "H", "H", "H", "H", "H", "H", "H", "H", "H", "H", "H", "H", "H", "H", "H", "H", "H", "H", "H", "H", "H", "H", "H", "H", "H", "H", "H", "H", "H", "H", "H", "H", "H", "H", "H", "H", "H", "H", "H", "H", "H", "H", "H", "H", "H", "H", "H", "H", "H", "H", "H", "H", "H", "H", "H", "H", "H", "H", "H", "H", "H", "H"], "coordinates": [[-0.7514, -0.6045, 3.5468], [-2.0538, 0.5596, 2.6367], [-1.2865, -1.7460, 0.0108], [0.4735, 3.2177, 0.8387], [6.2925, -2.6654, 2.4158], [-0.3052, -2.8113, 1.0282], [-1.2890, -2.3101, -1.6733], [1.2567, 3.7361, -3.8138], [-4.5909, 3.1455, -0.2666], [-0.9139, 0.6318, -1.3799], [-3.4288, -1.3059, 6.5998], [-7.1222, -2.4873, -2.8226], [-4.4038, 0.6551, 0.1458], [-2.7780, -1.8863, 0.5131], [-1.6271, 2.7999, -2.3910], [2.5907, 3.3919, 2.1754], [1.8756, 3.5980, 1.0669], [-1.1602, 1.1672, 1.0154], [-3.6537, -3.6137, 5.9655], [-1.5547, 1.9606, -1.3239], [-9.0269, -2.4384, -4.2886], [-7.5302, -2.6803, -4.1746], [0.2482, 5.1636, -5.4644], [4.3317, 0.7448, -2.2988], [-2.3544, -2.9342, 8.0046], [-4.7284, 0.0832, -1.1703], [6.6793, -0.3531, -1.3311], [1.0158, -0.2221, -0.1824], [1.7684, 0.7716, -1.2541], [-6.1535, 0.7214, -1.7616], [5.9369, 0.9409, -2.0139], [7.3662, 0.0657, 0.1337], [0.0430, 2.1064, 1.6998], [-0.6068, 0.0380, -0.0364], [1.8218, 6.0712, -3.7300], [7.2417, -3.0116, 4.5971], [1.4837, 4.8877, -4.6224], [7.3436, -3.3286, 3.1136], [3.4044, 0.5903, -0.9561], [-2.1112, 2.2454, 0.2275], [2.6121, 4.4249, -0.1869], [7.2518, -4.8247, 2.8591], [-7.1611, -4.0876, -4.6161], [-3.5512, -2.6278, 7.1184], [-3.7192, 1.9581, 0.0402], [-1.4188, -2.8610, 7.4390], [1.1219, -1.3235, -0.6308], [5.4471, -2.9993, 2.7591], [2.6974, 5.5753, 0.1184], [-7.6537, -4.8376, -3.9871], [-6.0827, -4.2515, -4.5170], [3.6404, 3.9611, -0.4985], [-2.7642, -3.5645, 5.3275], [-2.2861, -2.2093, 8.8229], [0.0096, 4.2986, -6.0925], [-6.7481, 1.2926, -0.9069], [-3.2916, -0.1286, 2.3744], [-9.5856, -3.1299, -3.6480], [-7.4478, -4.2625, -5.6577], [-6.8039, -0.0872, -2.3043], [8.2912, -2.9456, 2.7196], [6.2911, -5.2228, 3.2045], [-6.9914, -1.9492, -4.7870], [1.4278, 1.8896, -1.1947], [0.5038, 3.9239, -3.2289], [6.1641, 1.8889, -1.3545], [-2.4266, -3.9391, 8.4319], [8.0567, -5.3621, 3.3699], [-7.5957, -3.1324, -2.2714], [-2.6161, -1.2660, 6.0688], [-4.5122, -3.3736, 5.3291], [6.2807, -3.3454, 5.0042], [-0.2224, -3.6540, 0.4814], [-0.6265, 5.3436, -4.8295], [-9.2794, -1.4259, -3.9558], [8.0463, -3.4947, 5.1602], [4.1137, -0.2169, -2.9682], [3.7697, 1.2610, -0.0531], [-3.9221, 0.2583, -2.0015], [0.9002, 1.4066, 2.0793], [-2.1185, 3.3831, 0.5890], [8.5062, 0.3746, -0.0353], [1.5737, -0.2784, 0.8710], [2.0176, 6.9697, -4.3233], [3.9811, 1.7169, -2.8926], [7.2969, -1.9305, 4.7642], [7.3045, -0.8257, 0.8928], [-2.3264, 1.6838, 3.5386], [7.3142, -5.0369, 1.7864], [2.7058, 5.8537, -3.1209], [-4.4693, -2.6622, 7.7148], [-9.3695, -2.5637, -5.3204], [6.4580, 1.1095, -3.0703], [6.0269, -1.3228, -1.2635], [7.6106, -0.6314, -2.0240], [-1.9583, -1.6809, -2.1185], [-3.7648, -4.6390, 6.3315], [2.3334, 4.6658, -5.2772], [-0.4759, 2.5960, 2.6566], [1.5611, 0.4181, -2.3645], [-4.6919, 3.2581, -1.2580], [-4.8997, -1.0768, -0.9989], [1.0029, 6.2835, -3.0336], [3.5102, -0.5423, -0.5943], [0.3968, 6.0348, -6.1097], [-5.8857, 1.5402, -2.5647], [6.8348, 1.0272, 0.5444], [1.8631, 4.4210, -1.1166]], "atomic_forces_ev_per_a": [[-0.3, 0.1, -0.1], [1.2, -1.2, 0.2], [-5.4, -2.9, 1.2], [3.5, -0.8, 1.0], [-0.2, 0.1, -0.2], [-1.2, 1.1, -4.1], [-0.2, 2.4, 2.6], [0.2, -0.2, 0.2], [2.3, -2.3, -1.0], [-2.2, 2.7, 0.8], [-0.1, 0.2, 0.0], [0.1, 0.1, 0.2], [2.3, 2.5, -1.6], [5.0, 1.1, -1.5], [0.5, -6.1, 7.0], [-5.2, 0.7, -6.6], [3.6, 0.0, 3.6], [-0.1, 2.4, 0.8], [-0.3, -0.1, -0.2], [0.3, 3.3, -3.6], [-0.2, 0.3, -0.1], [-0.4, -0.5, 0.2], [-0.1, -0.1, -0.3], [-0.3, 0.7, 0.1], [0.0, 0.0, 0.4], [-2.1, -0.9, -0.9], [1.5, 0.3, 0.0], [0.5, -0.6, 0.0], [1.0, -0.3, 0.0], [0.4, 0.7, -0.1], [0.2, -0.6, -0.7], [0.1, 0.0, -0.5], [-0.9, -0.8, 1.8], [1.7, 1.2, -0.7], [0.3, 0.1, 0.1], [0.2, 0.3, 0.2], [-0.5, 0.2, 0.3], [-0.5, -0.4, 0.4], [-0.2, -1.0, 0.1], [0.3, -0.8, -1.6], [-2.1, 0.4, -0.3], [0.2, -0.2, -0.3], [0.3, -0.1, -0.2], [0.6, -0.1, -0.4], [-3.2, -0.3, -0.6], [-0.1, -0.1, -0.1], [-0.1, 2.4, 0.9], [0.4, 0.1, -0.1], [0.1, -2.7, -0.4], [-0.1, 0.1, -0.1], [-0.1, 0.1, -0.1], [-2.1, 0.8, 1.0], [0.0, 0.0, 0.2], [-0.1, -0.1, -0.1], [0.1, 0.1, 0.1], [1.3, -1.5, -1.8], [0.6, 0.9, -0.2], [0.1, -0.1, -0.1], [0.0, 0.0, 0.1], [1.3, 1.5, 1.3], [-0.2, 0.1, -0.1], [0.1, 0.1, 0.1], [0.0, 0.0, 0.3], [0.7, -2.2, 0.0], [0.1, -0.2, -0.3], [-0.7, -1.8, -1.3], [0.1, 0.1, 0.0], [-0.1, 0.0, 0.0], [0.2, 0.3, -0.3], [-0.3, 0.0, 0.1], [0.1, 0.0, 0.1], [0.1, -0.1, -0.1], [-0.1, 1.2, 0.9], [0.1, 0.1, 0.0], [0.1, -0.1, -0.1], [-0.1, 0.0, 0.0], [0.7, 2.2, 1.3], [-0.8, -1.2, -1.9], [-1.1, -0.3, 1.7], [-1.5, 1.7, -0.9], [0.8, -2.5, -1.1], [-2.5, -0.8, 0.4], [-1.4, 0.3, -2.3], [0.0, -0.1, 0.1], [0.6, -2.1, 1.2], [0.1, -0.2, -0.1], [0.1, 1.9, -1.4], [-0.1, -0.5, -1.4], [0.1, 0.1, 0.2], [-0.1, 0.0, -0.2], [0.1, 0.2, -0.1], [0.0, 0.0, 0.1], [-1.2, -0.2, 2.2], [1.0, 2.0, 0.0], [-2.2, 0.4, 1.4], [1.4, -1.3, 1.0], [0.0, 0.1, -0.1], [-0.1, -0.2, 0.2], [1.3, -1.0, -2.0], [0.3, 0.7, 2.4], [0.1, -0.2, 1.7], [0.7, 2.6, -0.3], [-0.1, 0.0, -0.2], [0.0, 2.4, -0.6], [-0.1, -0.1, 0.1], [-0.6, -1.5, 1.5], [0.9, -2.0, -0.6], [1.8, -0.2, 2.0]], "charge": 0}

| no. | LUMO (eV) | highest occupied orbital energy (Eh) | electronic energy (eV) |
| --- | --- | --- | --- |
| 1 | 3.71 | 0.035 | -60929.3118 |
| 2 | -0.45 | -0.325 | -86758.2332 |